Below is 2 unconnected molecules or ions with the total composition C14H32BrNO4PSi, with properties calculated with wB97M-V/def2-TZVPD.

Computed properties:
HOMO level (alpha / beta)	-8.83 / -8.85	eV
multiplicity	2
largest force on an atom	3.7	eV Å⁻¹
Kohn-Sham gap (alpha / beta)	9.05 / 8.35	eV
total energy	-4112.9929	hartree

The geometry in XYZ format:
```
54
Properties=species:S:1:pos:R:3:mulliken_charge:R:1
Br -2.848 0.486 -1.333 -0.261
P -0.581 0.365 -1.177 0.295
Si -1.257 1.687 1.645 0.582
O -2.344 -0.678 -5.063 -0.500
O 3.979 -1.392 0.964 -0.539
O -0.193 -1.264 -1.743 -0.525
O -4.873 -1.649 -4.353 -0.517
N 2.726 -0.935 0.646 0.551
C -1.734 3.264 0.575 -0.981
C 1.452 1.407 0.647 -1.698
C 2.933 0.536 -1.416 -1.171
C -3.847 -2.538 -4.786 -0.225
C -2.901 -1.810 -5.734 -0.450
C 0.177 -0.838 1.406 -1.765
C 4.105 1.336 0.809 -0.992
C 2.762 0.516 0.247 0.716
C -2.826 0.697 2.211 -0.872
C 0.023 0.608 0.650 1.684
C 1.731 -2.916 1.874 -1.268
C -0.495 2.433 3.291 -1.000
C 1.730 -1.248 1.735 1.376
C 2.123 -0.691 3.229 -1.027
H -0.319 -1.748 0.817 0.074
H -1.346 3.009 3.883 0.327
H 1.149 -0.377 3.842 0.157
H 0.873 -3.298 2.573 0.301
H -2.089 -2.461 -6.072 0.302
H 2.857 0.220 3.243 0.097
H 3.987 2.435 0.357 0.290
H -0.149 1.538 3.961 0.211
H 1.700 -3.443 0.808 0.309
H -0.454 -0.761 2.417 0.344
H -4.444 -0.776 -4.248 0.339
H 2.153 -0.142 -1.965 0.220
H -3.731 1.474 2.152 0.312
H 1.709 1.974 1.646 0.194
H -1.414 3.089 -0.549 0.309
H 1.357 2.258 -0.184 0.306
H -3.313 -2.881 -3.895 0.195
H 2.602 -1.576 3.837 0.357
H -1.222 4.245 0.972 0.257
H 5.110 0.922 0.370 0.272
H -4.313 -3.397 -5.277 0.309
H -0.938 -1.901 -1.534 0.298
H -2.692 0.445 3.355 0.266
H 4.110 1.469 1.971 0.241
H -3.084 -0.228 1.542 0.255
H 2.758 -3.229 2.395 0.341
H -3.445 -1.434 -6.605 0.266
H 3.017 1.627 -1.831 0.273
H 3.995 0.029 -1.607 0.361
H -2.921 3.375 0.619 0.270
H 0.391 3.179 3.067 0.268
H -1.736 -1.014 -4.382 0.268
```

Below is 2 unconnected molecules or ions with the total composition C3H7NOS2, with properties calculated with wB97M-V/def2-TZVPD.

Computed properties:
HOMO level (alpha / beta)	-8.26 / -8.25	eV
relative energy (zero: lowest compared OMol25 entry of this formula, charge and spin)	611.4	kJ/mol
largest force on an atom	4.3	eV Å⁻¹
Kohn-Sham gap (alpha / beta)	5.68 / 5.67	eV
total energy	-1044.6695	hartree

The geometry in XYZ format:
```
14
Properties=species:S:1:pos:R:3:mulliken_charge:R:1
S -0.994 0.831 -0.215 -0.186
S 0.865 -0.997 3.107 0.306
O 1.847 -0.092 2.530 -0.462
N -1.522 -1.911 2.314 -0.430
C 0.445 1.389 -1.149 -0.321
C 0.575 0.588 -2.437 -0.985
C -0.366 -1.182 2.055 0.039
H -2.195 -1.386 2.861 0.277
H 0.222 2.432 -1.392 0.275
H -2.035 -2.195 1.499 0.314
H 0.078 -0.322 -2.621 0.367
H 0.169 1.103 -3.393 0.275
H 1.644 0.372 -2.780 0.268
H 1.266 1.369 -0.379 0.263
```

Below is 2 unconnected molecules or ions with the total composition C30H35F5N3O2, with properties calculated with wB97M-V/def2-TZVPD.

Computed properties:
HOMO level	-10.13	eV
charge	+1
largest force on an atom	2.5	eV Å⁻¹
Kohn-Sham gap	5.20	eV
total energy	-1977.9315	hartree

The geometry in XYZ format:
```
75
Properties=species:S:1:pos:R:3:mulliken_charge:R:1
F -0.397 0.888 -8.785 -0.273
F -1.133 -1.499 -7.640 -0.276
F -0.808 -1.867 -4.945 -0.358
F 0.595 2.922 -7.228 -0.277
F 0.869 2.555 -4.523 -0.358
O 2.518 -1.378 -4.945 -0.674
O -5.820 0.143 4.492 -0.353
N 2.839 -2.137 -2.782 0.262
N 2.130 -0.354 -1.591 0.577
N -3.662 0.298 2.698 0.411
C 0.043 0.335 -4.694 -0.355
C 2.591 0.748 5.832 -0.380
C 0.368 1.550 -5.294 0.142
C 1.799 -0.051 -2.987 -0.163
C 2.656 -1.715 -1.395 0.040
C -1.304 1.102 -0.110 -0.802
C 1.710 0.862 3.141 0.654
C 2.356 -0.300 3.654 -0.332
C 4.015 -1.734 -0.672 -1.693
C -5.527 1.385 3.847 -0.624
C -1.885 2.572 1.953 -1.968
C 1.547 1.974 4.019 -0.357
C 3.383 -3.428 -3.150 -0.947
C -4.011 -0.988 3.318 -0.571
C 1.801 0.492 -0.596 -0.141
C -1.970 1.280 1.213 0.472
C 2.405 -1.249 -3.728 0.149
C 0.229 1.752 -6.664 0.190
C -4.676 -0.703 4.653 -0.705
C 0.311 0.104 -3.242 -0.308
C -4.806 1.200 2.519 -0.365
C 1.633 -2.630 -0.709 -1.403
C 2.781 -0.351 4.981 -0.693
C 1.852 0.172 0.759 0.269
C -0.275 0.716 -7.456 0.633
C 1.985 1.915 5.338 -0.720
C 1.301 0.959 1.767 -0.269
C -2.728 0.231 1.679 -0.563
C -0.486 -0.670 -5.505 0.277
C -0.641 -0.503 -6.876 0.326
H 1.525 1.508 -0.907 0.769
H 3.290 -1.249 5.343 0.389
H -2.767 3.214 1.804 0.517
H -2.026 1.004 -0.940 0.485
H -2.553 -0.775 1.270 0.410
H -4.924 2.034 4.511 0.305
H -6.518 1.835 3.682 0.320
H -0.074 0.945 -2.645 0.219
H 3.291 -3.551 -4.231 0.375
H 2.834 -4.232 -2.647 0.328
H 3.983 -1.235 0.297 0.388
H 2.313 0.870 -3.319 0.594
H -5.077 -1.632 5.083 0.348
H 4.760 -1.223 -1.296 0.399
H 1.090 2.884 3.613 0.381
H -3.936 -0.250 5.341 0.316
H -3.094 -1.565 3.464 0.441
H 1.388 -2.262 0.291 0.395
H 0.710 -2.664 -1.309 0.295
H 4.325 -2.774 -0.514 0.483
H -5.529 0.770 1.793 0.258
H -0.196 -0.818 -2.930 0.509
H 2.516 -1.162 2.996 0.365
H 2.059 -3.638 -0.627 0.521
H 0.692 1.819 1.490 0.264
H -4.463 2.170 2.152 0.267
H -1.020 3.151 1.613 0.376
H 2.411 -0.723 1.049 -0.386
H 4.439 -3.502 -2.863 0.301
H 2.920 0.697 6.869 0.400
H -0.721 0.171 -0.118 0.058
H -4.711 -1.549 2.671 0.338
H 1.880 2.794 5.977 0.380
H -1.771 2.406 3.036 0.294
H -0.632 1.933 -0.345 0.425
```